No. 1
{
  "formula": "C14H26BF8N2O5S",
  "method": "the ωB97M-V functional and the def2-TZVPD basis",
  "charge": 1,
  "homo_lumo_gap_ev": 6.959,
  "species": ["C", "B", "O", "N", "F", "C", "C", "C", "C", "N", "S", "O", "O", "C", "F", "F", "C", "F", "F", "C", "F", "F", "F", "H", "H", "H", "H", "H", "H", "H", "H", "H", "H", "H", "H", "H", "H", "C", "C", "O", "C", "H", "H", "H", "H", "H", "H", "C", "C", "O", "C", "H", "H", "H", "H", "H", "H"],
  "positions_angstrom": [[-2.19, 0.61, -2.37], [-2.62, 1.05, -0.96], [-3.15, 2.26, -0.71], [-2.44, 0.11, 0.33], [-1.26, 0.56, 0.92], [-2.25, -1.35, -0.02], [-0.81, -1.67, -0.37], [-0.76, -3.09, -0.97], [0.65, -3.69, -0.78], [1.78, -2.79, -0.88], [-3.87, 0.31, 1.38], [-3.97, -0.74, 2.32], [-4.91, 0.32, 0.42], [-3.89, 1.95, 2.32], [-4.52, 1.65, 3.45], [-4.63, 2.81, 1.65], [-2.55, 2.66, 2.71], [-2.94, 3.74, 3.39], [-1.89, 3.11, 1.63], [-1.57, 1.84, 3.63], [-1.45, 2.46, 4.80], [-0.36, 1.77, 3.07], [-2.03, 0.60, 3.85], [-1.12, 0.82, -2.52], [-2.71, 1.25, -3.07], [-2.42, -0.41, -2.64], [-2.46, 2.95, -0.70], [-2.95, -1.63, -0.80], [-2.50, -1.95, 0.85], [-0.20, -1.69, 0.52], [-0.40, -0.97, -1.08], [-1.08, -3.09, -2.00], [-1.43, -3.68, -0.35], [0.79, -4.46, -1.53], [0.73, -4.19, 0.18], [1.97, -2.30, -0.02], [1.69, -2.12, -1.64], [2.42, 3.16, -3.21], [1.32, 2.29, -3.76], [0.68, 1.55, -3.04], [1.05, 2.37, -5.24], [2.51, 3.00, -2.14], [3.37, 2.90, -3.69], [2.20, 4.21, -3.40], [1.95, 2.08, -5.79], [0.78, 3.39, -5.51], [0.24, 1.70, -5.50], [4.84, -3.22, 3.00], [4.47, -2.03, 2.16], [3.97, -2.17, 1.06], [4.73, -0.67, 2.74], [4.60, -4.14, 2.47], [5.91, -3.21, 3.22], [4.29, -3.20, 3.95], [5.80, -0.55, 2.95], [4.18, -0.54, 3.67], [4.42, 0.10, 2.04]]
}

=====

No. 2
{
  "formula": "CH3NO4S2",
  "method": "the ωB97M-V functional and the def2-TZVPD basis",
  "de_lowest_kcal_mol": 28.1,
  "homo_lumo_gap_ev": 10.595,
  "species": ["C", "N", "O", "O", "O", "O", "S", "S", "H", "H", "H"],
  "positions_angstrom": [[1.75, 0.49, -0.08], [-2.05, -2.51, 0.15], [-2.78, 0.04, 0.08], [-0.41, 1.86, 0.11], [-0.57, -0.47, 1.18], [-0.42, -0.27, -1.14], [-1.94, -1.12, 0.18], [-0.04, 0.49, 0.06], [1.90, 0.90, -1.12], [2.33, 1.14, 0.57], [2.23, -0.55, 0.01]]
}

=====

No. 3
{
  "formula": "C4H6N2O2",
  "method": "the ωB97M-V functional and the def2-TZVPD basis",
  "de_lowest_kcal_mol": 160.5,
  "smiles": "C=N/N=C(/C=O)OC",
  "homo_lumo_gap_ev": 8.527,
  "species": ["C", "C", "C", "C", "H", "H", "H", "H", "H", "H", "N", "N", "O", "O"],
  "positions_angstrom": [[-0.17, 2.03, 0.05], [-0.94, -0.39, 0.10], [-2.03, -1.17, -0.04], [2.42, -0.89, -0.06], [0.79, 1.62, -0.53], [-1.10, 2.73, -0.35], [-0.01, 2.05, 1.15], [-1.74, -2.33, 0.29], [2.46, -2.02, -0.62], [3.38, -0.18, 0.06], [0.10, -1.15, -0.08], [1.27, -0.43, 0.23], [-1.18, 0.88, -0.24], [-3.25, -0.75, 0.05]]
}

=====

No. 4
{
  "formula": "C4H3Cl2F",
  "method": "the ωB97M-V functional and the def2-TZVPD basis",
  "de_lowest_kcal_mol": 0.0,
  "smiles": "C=C/C(Cl)=C(/F)Cl",
  "homo_lumo_gap_ev": 9.494,
  "species": ["C", "C", "C", "C", "H", "H", "H", "F", "Cl", "Cl"],
  "positions_angstrom": [[0.89, -0.33, -0.02], [-0.39, 0.07, -0.05], [-0.89, 1.40, 0.01], [-2.18, 1.71, 0.04], [-0.10, 2.15, 0.08], [-2.93, 0.92, -0.05], [-2.56, 2.72, 0.07], [1.19, -1.59, 0.08], [2.24, 0.68, -0.02], [-1.64, -1.18, -0.02]]
}

=====

No. 5
{
  "formula": "C5H14",
  "method": "the ωB97M-V functional and the def2-TZVPD basis",
  "de_lowest_kcal_mol": 0.2,
  "smiles": "CCC.CC",
  "homo_lumo_gap_ev": 12.514,
  "species": ["C", "C", "C", "H", "H", "H", "H", "H", "H", "H", "H", "C", "C", "H", "H", "H", "H", "H", "H"],
  "positions_angstrom": [[-0.38, 1.46, -0.91], [0.49, 2.61, -0.44], [0.17, 0.72, -2.12], [-0.52, 0.74, -0.09], [-1.38, 1.84, -1.16], [1.44, 2.23, -0.05], [0.26, 1.39, -2.98], [0.01, 3.17, 0.37], [0.70, 3.30, -1.26], [1.16, 0.31, -1.92], [-0.48, -0.10, -2.42], [-0.51, -1.52, 1.77], [0.13, -2.88, 1.47], [-0.72, -1.43, 2.84], [0.17, -0.72, 1.48], [-1.44, -1.40, 1.22], [1.14, -2.94, 1.88], [-0.46, -3.69, 1.92], [0.20, -3.07, 0.40]]
}

=====

No. 6
{
  "formula": "C4H8ClNO4",
  "method": "the ωB97M-V functional and the def2-TZVPD basis",
  "de_lowest_kcal_mol": 34.2,
  "smiles": "C[C@H](O)/C(Cl)=[N+](\\[O-])O.C=O",
  "homo_lumo_gap_ev": [9.435, 9.434],
  "species": ["C", "C", "C", "C", "N", "O", "O", "O", "O", "Cl", "H", "H", "H", "H", "H", "H", "H", "H"],
  "positions_angstrom": [[-1.86, -0.18, -0.16], [0.91, 2.53, -1.35], [-1.00, -1.33, 0.38], [0.31, -0.76, 0.80], [1.45, -0.97, 0.16], [1.73, -1.89, -0.67], [2.46, -0.03, 0.33], [0.28, 1.52, -1.33], [-1.54, -2.01, 1.45], [0.24, 0.64, 1.92], [-1.41, 0.53, -0.85], [-2.09, 0.51, 0.65], [-2.75, -0.68, -0.58], [1.02, 3.14, -0.43], [1.34, 2.88, -2.29], [-0.55, -2.09, -0.34], [3.30, -0.49, 0.31], [-1.82, -1.33, 2.03]]
}

=====

no.,energy (Ha)
1,-2256.3909
2,-1191.8288
3,-415.7849
4,-1174.4201
5,-198.8888
6,-972.9415